Density functional theory data (ωB97M-V/def2-TZVPD) for C4H16BrO6Pt as an isolated structure in a non-equilibrium geometry.

F_max: 2.978 eV/Å
⟨S²⟩: 2.016
2S+1: 3
Total charge: +1
LUMO level (alpha / beta): -7.7 / -9.9 eV
Total energy: -3306.2020 Ha

Last column: natural (NBO) charge in e.
Cartesian coordinates (Å):
Pt: -5.304 -1.074 -0.164  0.95
Br: -2.905 0.012 -0.937  -0.24
C: -0.831 1.267 2.172  -0.09
C: 0.293 0.869 3.149  -0.10
O: -0.180 0.751 4.520  -0.72
O: -0.256 1.144 0.863  -0.70
H: -1.079 2.319 2.308  0.19
H: -1.727 0.652 2.256  0.17
H: 1.202 1.468 3.201  0.19
H: 0.717 -0.129 3.039  0.20
H: -0.120 1.580 5.001  0.47
H: -0.776 0.444 0.461  0.46
C: 2.705 -0.824 -1.895  -0.09
C: 1.296 -0.474 -1.341  -0.11
O: 0.220 -1.334 -1.723  -0.60
O: 3.403 -1.580 -0.870  -0.73
H: 3.231 0.077 -2.210  0.19
H: 2.558 -1.451 -2.774  0.19
H: 0.981 0.545 -1.568  0.20
H: 1.403 -0.477 -0.256  0.22
H: -0.575 -0.797 -1.734  0.46
H: 4.358 -1.562 -0.971  0.49
O: -2.047 -2.996 -2.615  -0.91
H: -1.898 -3.679 -1.961  0.48
H: -2.241 -2.211 -2.103  0.44
O: -0.724 2.636 -1.634  -0.92
H: -1.487 2.111 -1.391  0.44
H: -0.216 2.711 -0.826  0.49